## P
Below is an isolated molecule of C19H23N3S, with properties calculated with ωB97M-V/def2-TZVPD.

E_LUMO ... 0.67 eV
Kohn-Sham gap ... 8.57 eV
HOMO energy ... -7.91 eV
Molar mass ... 325.5 g/mol

Structure (ORCA input):
```
! wB97M-V def2-TZVPD RIJCOSX def2/J DEFGRID3
* xyz 0 1
S 1.946 0.637 -2.090
N 1.440 0.214 0.482
N 0.348 -2.333 1.079
N 0.568 2.156 -0.512
C -0.591 3.979 0.543
C -1.563 4.003 -0.599
C 1.296 1.003 -0.608
C 0.451 3.041 0.567
C 1.359 3.036 1.622
C -2.769 -3.768 -2.603
C -1.259 -3.689 -0.261
C -3.315 -3.251 -1.441
C -0.700 4.877 1.592
C -2.564 -3.211 -0.279
C -1.473 -4.254 -2.594
C -0.475 -1.143 1.133
C 2.242 -0.987 0.394
C 0.194 4.861 2.649
C -0.724 -4.215 -1.431
C -0.416 -3.572 0.986
C 1.366 -2.192 0.053
C 0.398 0.068 1.479
C 1.226 3.939 2.660
H -3.352 -3.796 -3.511
H 1.980 -3.094 0.040
H 0.088 5.568 3.457
H -1.053 -3.621 1.874
H -1.075 4.345 -1.513
H 0.303 -4.394 1.031
H 0.285 -4.603 -1.430
H 2.715 -1.142 1.368
H 1.938 3.927 3.472
H -0.219 0.963 1.532
H -2.999 -2.812 0.627
H -0.987 -0.945 0.174
H -1.502 5.600 1.582
H 2.175 2.331 1.616
H 3.007 -0.849 -0.371
H -1.967 3.008 -0.785
H 0.877 -0.094 2.450
H -2.386 4.679 -0.383
H -1.230 -1.272 1.912
H 0.933 -2.042 -0.949
H -4.328 -2.876 -1.439
H -1.042 -4.665 -3.496
H 0.383 2.564 -1.420
*
```

## Q
Below is an isolated molecule of C19H23N3S, with properties calculated with ωB97M-V/def2-TZVPD.

E_LUMO ... 0.72 eV
Kohn-Sham gap ... 8.46 eV
HOMO energy ... -7.74 eV
Molar mass ... 325.5 g/mol

Structure (ORCA input):
```
! wB97M-V def2-TZVPD RIJCOSX def2/J DEFGRID3
* xyz 0 1
S 3.491 2.737 -4.870
N -0.658 -1.818 2.646
N 0.146 -0.601 0.232
N -2.773 -2.494 3.365
C 2.971 3.609 -6.321
C 0.065 0.232 1.492
C 0.506 0.082 -1.020
C -0.257 1.406 -1.225
C -0.030 1.936 -2.635
C -3.563 -2.808 4.376
C 1.442 1.847 -3.066
C -0.914 -1.634 0.170
C -3.145 -2.802 5.714
C 1.841 2.543 -4.322
C 2.019 0.361 -1.079
C 0.262 -0.663 2.718
C -1.815 -2.524 6.007
C -0.669 -2.559 1.386
C -0.985 -2.217 4.977
C 0.946 3.064 -5.226
C 2.361 1.115 -2.319
C -1.504 -2.181 3.684
C 1.599 3.666 -6.393
H 0.261 -0.590 -1.852
H 3.391 1.128 -2.643
H -0.814 -2.217 -0.736
H -1.449 -2.519 7.040
H 3.658 4.015 -7.052
H 0.107 -2.160 5.122
H 1.298 -1.009 2.755
H 2.337 0.921 -0.171
H 1.108 4.149 -7.221
H -0.365 2.964 -2.667
H -1.342 1.236 -1.036
H 2.589 -0.551 -1.061
H -3.857 -3.047 6.511
H -0.119 2.998 -5.154
H -4.556 -3.127 4.114
H -1.436 -3.351 1.457
H 0.121 2.167 -0.535
H -0.905 0.729 1.534
H 0.276 -3.052 1.211
H 0.866 0.956 1.491
H -0.657 1.389 -3.328
H 0.080 -0.087 3.649
H -1.926 -1.239 0.281
*
```

Least stable = Q

## P
Below is an isolated molecule of C5H5Cl, with properties calculated with ωB97M-V/def2-TZVPD.

E_LUMO ... 0.55 eV
Kohn-Sham gap ... 9.17 eV
HOMO energy ... -8.62 eV
Molar mass ... 100.5 g/mol

Structure (ORCA input):
```
! wB97M-V def2-TZVPD RIJCOSX def2/J DEFGRID3
* xyz 0 1
Cl 1.567 -1.334 0.662
C 1.161 1.504 -0.007
C 0.141 -0.720 0.009
C 0.144 0.522 -0.499
C 1.552 2.675 0.519
C -1.270 -1.638 -0.202
H -0.590 1.052 -1.328
H -1.557 -2.021 0.762
H -2.184 -0.966 -0.446
H -0.962 -2.703 -0.795
H 1.996 3.629 1.325
*
```

## Q
Below is C5H5Cl as an isolated structure, with properties calculated with ωB97M-V/def2-TZVPD.

E_LUMO ... 0.87 eV
Kohn-Sham gap ... 10.39 eV
HOMO energy ... -9.52 eV
Molar mass ... 100.5 g/mol

Structure (ORCA input):
```
! wB97M-V def2-TZVPD RIJCOSX def2/J DEFGRID3
* xyz 0 1
Cl 4.152 0.434 -0.054
C -0.478 -0.310 -0.051
C -0.869 -1.510 -0.128
C -1.024 1.088 -0.008
C 2.521 0.218 0.026
C 1.421 -0.167 0.243
H -0.236 1.701 -0.431
H -1.934 1.077 -0.558
H -1.183 1.527 0.972
H -1.962 -1.642 -0.060
H -0.408 -2.415 0.049
*
```

Least stable = P

## P
Below is an isolated molecule of C5H12N2S, with properties calculated with ωB97M-V/def2-TZVPD.

E_LUMO ... 0.78 eV
Kohn-Sham gap ... 9.23 eV
HOMO energy ... -8.45 eV
Molar mass ... 132.2 g/mol

Structure (ORCA input):
```
! wB97M-V def2-TZVPD RIJCOSX def2/J DEFGRID3
* xyz 0 1
S 2.022 -0.415 2.209
N 0.174 0.028 -0.156
N -0.422 0.012 1.032
C 0.242 -0.150 2.095
C -0.528 0.653 -1.234
C 2.170 -2.008 1.354
C -0.738 2.100 -0.980
C -1.797 -0.114 -1.451
H 0.247 2.560 -0.859
H -2.527 0.002 -0.652
H 3.250 -2.217 1.291
H -2.309 0.223 -2.374
H 1.772 -2.748 2.069
H -1.354 2.672 -1.716
H 1.200 0.103 -0.176
H -1.319 2.217 -0.055
H 0.144 0.489 -2.104
H -0.319 -0.201 3.010
H -1.599 -1.162 -1.686
H 1.692 -2.043 0.382
*
```

## Q
Below is an isolated molecule of C5H12N2S, with properties calculated with ωB97M-V/def2-TZVPD.

E_LUMO ... 0.71 eV
Kohn-Sham gap ... 9.28 eV
HOMO energy ... -8.56 eV
Molar mass ... 132.2 g/mol

Structure (ORCA input):
```
! wB97M-V def2-TZVPD RIJCOSX def2/J DEFGRID3
* xyz 0 1
S 1.987 -0.969 0.854
N 0.317 0.875 0.001
N -0.727 -0.155 -0.242
C 1.370 0.535 0.503
C -1.159 1.088 -2.390
C -1.782 0.411 -1.178
C 1.113 -1.809 2.152
C -2.717 1.212 -0.575
H 0.116 -1.840 1.798
H -2.326 -0.571 -1.488
H -0.607 0.215 -2.797
H 1.328 -1.206 3.016
H -0.399 -1.127 -0.317
H 1.406 -2.853 2.154
H -3.555 1.624 -1.209
H -3.270 0.762 0.305
H -0.509 1.974 -2.111
H -2.270 2.215 0.008
H 2.130 1.421 0.641
H -1.919 1.239 -3.053
*
```

Least stable = Q

## P
Below is a 2-piece molecular cluster, C6H15NO overall, with properties calculated with ωB97M-V/def2-TZVPD.

E_LUMO (alpha / beta) ... 3.98 / 3.82 eV
Kohn-Sham gap (alpha / beta) ... 3.07 / 7.58 eV
HOMO energy (alpha / beta) ... 0.91 / -3.77 eV
Molar mass ... 117.2 g/mol

Structure (ORCA input):
```
! wB97M-V def2-TZVPD RIJCOSX def2/J DEFGRID3
* xyz -1 2
O -0.801 -1.511 -1.490
N -1.341 1.632 -1.419
C -1.180 -0.478 2.261
C 2.324 -0.149 -0.432
C 1.264 0.893 -0.314
C 0.016 -0.458 1.353
C -0.093 0.454 0.256
C -1.332 0.798 -0.304
H -0.582 1.382 -1.986
H 0.934 -0.115 1.957
H 3.204 0.264 -0.932
H 0.285 -1.482 1.024
H -1.146 -1.278 3.070
H -1.037 -1.461 -2.369
H -2.212 -0.604 1.792
H -2.352 0.375 0.002
H 2.745 -0.509 0.470
H 2.007 -0.916 -1.023
H 1.622 1.759 0.110
H -1.257 0.575 2.704
H 1.178 1.272 -1.345
H 0.007 -2.086 -1.415
H -2.254 1.644 -1.971
*
```

## Q
Below is C6H15NO as an isolated structure, with properties calculated with ωB97M-V/def2-TZVPD.

E_LUMO (alpha / beta) ... 3.66 / 3.58 eV
Kohn-Sham gap (alpha / beta) ... 5.77 / 4.83 eV
HOMO energy (alpha / beta) ... -2.11 / -1.25 eV
Molar mass ... 117.2 g/mol

Structure (ORCA input):
```
! wB97M-V def2-TZVPD RIJCOSX def2/J DEFGRID3
* xyz -1 2
O -3.585 0.527 -0.714
N -1.911 -1.030 0.585
C -2.285 -0.657 -0.774
C 0.543 -0.359 1.035
C 0.781 2.092 0.185
C 1.003 0.600 -0.063
C 2.392 0.213 -0.522
C -0.507 -1.396 0.737
H -0.212 -2.013 -0.156
H 1.703 2.697 -0.048
H -0.500 -2.157 1.538
H 3.030 0.641 0.319
H 2.485 -0.899 -0.333
H -0.114 2.475 -0.387
H 0.366 0.243 -0.937
H -1.639 0.116 -1.160
H -2.136 -0.172 1.085
H -3.622 -0.504 -0.710
H 0.538 0.125 1.996
H 0.664 2.260 1.259
H 2.520 -1.845 -0.031
H 2.795 0.542 -1.465
H -2.312 -1.497 -1.437
*
```

## R
Below is a 2-piece molecular cluster, C6H15NO overall, with properties calculated with ωB97M-V/def2-TZVPD.

E_LUMO (alpha / beta) ... 3.65 / 3.51 eV
Kohn-Sham gap (alpha / beta) ... 2.57 / 9.71 eV
HOMO energy (alpha / beta) ... 1.07 / -6.20 eV
Molar mass ... 117.2 g/mol

Structure (ORCA input):
```
! wB97M-V def2-TZVPD RIJCOSX def2/J DEFGRID3
* xyz -1 2
O -1.981 -2.375 -2.453
N 2.574 1.393 -0.515
C -1.497 -1.532 1.178
C -0.254 0.510 0.298
C -0.949 0.953 -0.740
C 0.616 1.430 1.074
C 2.126 1.274 0.890
C -0.170 -0.938 0.710
H 0.224 -1.613 -0.065
H -2.815 -2.242 -1.965
H 2.251 2.299 -0.848
H -1.904 -1.011 2.048
H -0.953 1.991 -1.073
H -1.430 -2.594 1.466
H 2.532 0.347 1.295
H 2.611 2.099 1.411
H 0.438 1.337 2.159
H -1.598 0.373 -1.395
H -2.221 -1.634 0.383
H 0.344 2.475 0.905
H 0.570 -1.055 1.504
H 2.044 0.729 -1.075
H -1.396 -1.886 -1.851
*
```

Least stable = Q

## P
Below is C5H11NO3 as an isolated structure, with properties calculated with ωB97M-V/def2-TZVPD.

E_LUMO ... 0.72 eV
Kohn-Sham gap ... 10.34 eV
HOMO energy ... -9.62 eV
Molar mass ... 133.1 g/mol

Structure (ORCA input):
```
! wB97M-V def2-TZVPD RIJCOSX def2/J DEFGRID3
* xyz 0 1
O 1.919 0.292 -0.313
O -1.269 1.006 0.851
O -0.390 -0.767 1.751
N 0.106 -1.966 -0.625
C 0.716 0.421 -1.218
C -0.604 -0.135 0.762
C -0.280 -0.576 -0.653
C 1.039 0.051 -2.641
C -1.560 1.609 2.110
H -1.276 -0.498 -0.898
H -2.181 0.889 2.958
H 2.189 0.116 -3.135
H 2.225 -0.808 -0.010
H -1.933 2.409 1.844
H 0.173 -1.085 -2.753
H 0.829 -2.146 -1.224
H -0.521 1.881 2.819
H 0.587 1.606 -1.292
H 0.843 0.849 -3.106
H 0.386 -1.908 0.703
*
```

## Q
Below is an isolated molecule of C5H11NO3, with properties calculated with ωB97M-V/def2-TZVPD.

E_LUMO ... 0.70 eV
Kohn-Sham gap ... 9.35 eV
HOMO energy ... -8.65 eV
Molar mass ... 133.1 g/mol

Structure (ORCA input):
```
! wB97M-V def2-TZVPD RIJCOSX def2/J DEFGRID3
* xyz 0 1
O 1.349 0.743 -0.892
O 2.316 -0.707 -2.502
O 3.226 -0.079 -0.477
N -1.024 -0.545 0.777
C -0.010 0.520 -1.312
C -2.089 0.406 1.027
C -0.661 -0.687 -0.619
C 0.093 -0.377 1.689
C 2.381 -0.158 -1.457
H -0.001 0.353 -2.393
H -1.568 -0.936 -1.175
H -2.923 0.208 0.354
H -1.784 1.458 0.905
H -0.556 1.442 -1.114
H -0.256 -0.547 2.709
H 2.530 0.654 0.027
H 0.863 -1.115 1.464
H 0.015 -1.543 -0.712
H 0.540 0.630 1.650
H -2.442 0.279 2.052
*
```

Least stable = P

## P
Below is a 2-piece molecular cluster, C4H4OS overall, with properties calculated with ωB97M-V/def2-TZVPD.

E_LUMO ... -0.85 eV
Kohn-Sham gap ... 7.91 eV
HOMO energy ... -8.76 eV
Molar mass ... 100.1 g/mol

Structure (ORCA input):
```
! wB97M-V def2-TZVPD RIJCOSX def2/J DEFGRID3
* xyz 0 1
S -0.687 2.173 -1.212
O -1.575 -2.888 0.865
C 0.264 -1.345 0.686
C -1.597 0.891 -1.014
C 0.954 -0.237 0.611
C -0.623 -2.238 0.679
H -1.347 0.219 -0.141
H -2.399 0.629 -1.837
H 2.014 -0.253 0.456
H 0.581 0.697 0.804
*
```

## Q
Below is an isolated molecule of C4H4OS, with properties calculated with ωB97M-V/def2-TZVPD.

E_LUMO ... -0.04 eV
Kohn-Sham gap ... 9.48 eV
HOMO energy ... -9.51 eV
Molar mass ... 100.1 g/mol

Structure (ORCA input):
```
! wB97M-V def2-TZVPD RIJCOSX def2/J DEFGRID3
* xyz 0 1
S 2.104 -0.217 -0.512
O -0.663 1.997 -0.688
C -1.244 -0.153 -0.206
C -0.353 0.984 -0.164
C 0.902 0.606 0.573
C -1.852 -1.202 -0.289
H 1.421 -1.266 -0.848
H -2.531 -2.070 -0.222
H 1.446 1.475 1.037
H 0.770 -0.154 1.319
*
```

## R
Below is a 2-piece molecular cluster, C4H4OS overall, with properties calculated with ωB97M-V/def2-TZVPD.

E_LUMO (alpha / beta) ... -0.37 / -0.45 eV
Kohn-Sham gap (alpha / beta) ... 7.26 / 6.72 eV
HOMO energy (alpha / beta) ... -7.63 / -7.17 eV
Molar mass ... 100.1 g/mol

Structure (ORCA input):
```
! wB97M-V def2-TZVPD RIJCOSX def2/J DEFGRID3
* xyz 0 1
S 1.743 2.373 0.388
O 1.870 -1.909 -0.358
C -0.793 0.157 -0.665
C 0.906 1.066 0.632
C -0.319 0.387 0.567
C 2.352 -0.905 -0.064
H -1.779 -0.277 -0.605
H 3.438 -0.656 0.218
H -1.092 0.213 1.322
H -0.307 0.610 -1.498
*
```

Least stable = R

## P
Below is a 2-piece molecular cluster, CH2N2O3 overall, with properties calculated with ωB97M-V/def2-TZVPD.

E_LUMO (alpha / beta) ... 0.31 / 0.31 eV
Kohn-Sham gap (alpha / beta) ... 8.82 / 8.82 eV
HOMO energy (alpha / beta) ... -8.51 / -8.52 eV
Molar mass ... 90.0 g/mol

Structure (ORCA input):
```
! wB97M-V def2-TZVPD RIJCOSX def2/J DEFGRID3
* xyz 0 1
O -1.631 -0.694 0.163
O -1.074 -1.527 -0.849
O 2.091 -0.379 -0.230
N 0.296 1.037 0.187
N -0.466 -1.429 0.392
C 1.076 0.044 0.075
H -0.696 0.942 0.318
H 0.404 2.006 -0.055
*
```

## Q
Below is a 2-piece molecular cluster, CH2N2O3 overall, with properties calculated with ωB97M-V/def2-TZVPD.

E_LUMO (alpha / beta) ... -1.23 / -1.29 eV
Kohn-Sham gap (alpha / beta) ... 8.66 / 8.69 eV
HOMO energy (alpha / beta) ... -9.89 / -9.99 eV
Molar mass ... 90.0 g/mol

Structure (ORCA input):
```
! wB97M-V def2-TZVPD RIJCOSX def2/J DEFGRID3
* xyz 0 1
O -0.674 1.976 -0.311
O -0.831 -1.722 -0.544
O -2.195 -0.298 0.331
N -1.168 -0.665 -0.100
N 0.007 0.258 -0.135
C 1.212 0.133 0.153
H 1.682 -0.753 0.446
H 1.967 1.070 0.159
*
```

## R
Below is a 2-piece molecular cluster, CH2N2O3 overall, with properties calculated with ωB97M-V/def2-TZVPD.

E_LUMO ... 0.15 eV
Kohn-Sham gap ... 10.39 eV
HOMO energy ... -10.24 eV
Molar mass ... 90.0 g/mol

Structure (ORCA input):
```
! wB97M-V def2-TZVPD RIJCOSX def2/J DEFGRID3
* xyz 0 1
O -0.305 -1.380 1.473
O 2.232 0.340 -0.991
O 0.030 1.224 -1.078
N 0.768 1.781 0.100
N 1.349 0.989 -0.601
C -1.127 -1.099 0.603
H -0.811 -0.924 -0.465
H -2.137 -0.931 0.959
*
```

## S
Below is a 2-piece molecular cluster, CH2N2O3 overall, with properties calculated with ωB97M-V/def2-TZVPD.

E_LUMO (alpha / beta) ... -1.41 / -1.86 eV
Kohn-Sham gap (alpha / beta) ... 8.34 / 7.57 eV
HOMO energy (alpha / beta) ... -9.75 / -9.43 eV
Molar mass ... 90.0 g/mol

Structure (ORCA input):
```
! wB97M-V def2-TZVPD RIJCOSX def2/J DEFGRID3
* xyz 0 1
O 0.947 0.550 0.992
O 0.328 1.749 -0.685
O 1.766 -1.039 -0.084
N 0.869 -1.564 -0.590
N 0.060 0.809 0.137
C -1.024 -0.014 0.076
H -1.200 -0.800 0.898
H -1.747 0.309 -0.745
*
```

Least stable = Q

## P
Below is a 2-piece molecular cluster, C4H13N2O2 overall, with properties calculated with ωB97M-V/def2-TZVPD.

E_LUMO ... -3.05 eV
Kohn-Sham gap ... 11.51 eV
HOMO energy ... -14.56 eV
Molar mass ... 121.2 g/mol

Structure (ORCA input):
```
! wB97M-V def2-TZVPD RIJCOSX def2/J DEFGRID3
* xyz 1 1
O -2.274 0.770 1.786
O -0.605 -1.937 -1.826
N -1.576 -1.731 0.183
N 1.564 -0.854 -1.354
C 0.307 0.933 -0.222
C -0.640 -1.420 -0.712
C 0.550 -0.572 -0.287
C 1.377 1.717 0.541
H 1.086 2.766 0.520
H 1.157 -1.642 -1.868
H 1.379 1.407 1.583
H -0.648 1.174 0.236
H -1.927 1.462 2.346
H -2.255 -2.353 -0.118
H 2.514 -1.024 -1.056
H 2.346 1.643 0.075
H -3.228 0.735 1.880
H 1.565 -0.150 -2.097
H 0.162 1.238 -1.265
H 0.992 -0.929 0.636
H -1.847 -1.231 1.017
*
```

## Q
Below is a 2-piece molecular cluster, C4H13N2O2 overall, with properties calculated with ωB97M-V/def2-TZVPD.

E_LUMO ... -3.11 eV
Kohn-Sham gap ... 10.00 eV
HOMO energy ... -13.10 eV
Molar mass ... 121.2 g/mol

Structure (ORCA input):
```
! wB97M-V def2-TZVPD RIJCOSX def2/J DEFGRID3
* xyz 1 1
O 0.797 3.030 -0.086
O -2.413 -1.520 -1.037
N -0.077 -0.866 1.540
N 1.974 0.447 0.558
C 1.607 -0.440 -0.579
C -2.217 -0.994 -0.021
C 0.190 -0.390 -0.998
C -0.781 -0.359 0.262
H -1.069 0.704 0.399
H -0.032 0.332 -1.748
H 1.796 1.426 0.399
H -0.233 -1.867 1.717
H 2.379 -0.394 -1.438
H 1.083 3.511 -0.860
H 1.724 -1.462 -0.197
H -2.930 -0.610 0.665
H 2.906 0.274 0.690
H 1.486 0.149 1.417
H 0.141 3.521 0.451
H -0.012 -1.299 -1.525
H -0.384 -0.324 2.349
*
```

Least stable = Q